226
Properties=species:S:1:pos:R:3:mulliken_spin:R:1 method="wB97M-V/def2-TZVPD" s2=0.755 total_charge=+2 gap_ev="4.6500 / 3.0413" spin_multiplicity=2
Cd 0.502 -6.535 -19.305 0.00
B -0.398 -8.552 -18.756 0.00
F -0.932 -9.811 -18.462 0.00
F -0.105 -8.330 -20.057 0.00
F -1.245 -7.550 -18.409 0.00
F 0.762 -8.259 -18.075 0.00
C -5.923 -10.148 -15.736 0.00
C -4.757 -10.315 -16.714 0.00
N -4.645 -11.770 -17.058 0.04
C -4.059 -12.530 -15.952 -0.01
C -4.376 -14.015 -16.170 0.01
C -3.786 -11.960 -18.303 0.00
C -4.375 -11.309 -19.557 0.00
H -6.853 -10.630 -16.037 0.00
H -6.123 -9.106 -15.487 0.00
H -5.639 -10.582 -14.778 0.00
H -4.925 -9.689 -17.590 0.00
H -3.862 -9.896 -16.254 0.00
H -3.004 -12.308 -15.796 0.00
H -4.462 -12.263 -14.975 0.00
H -5.448 -14.187 -16.272 0.00
H -3.891 -14.450 -17.044 0.00
H -4.068 -14.623 -15.319 0.00
H -3.573 -13.011 -18.498 0.00
H -2.802 -11.532 -18.111 0.00
H -4.070 -10.263 -19.562 0.00
H -5.445 -11.482 -19.671 0.00
H -3.938 -11.731 -20.462 0.00
C 0.735 -15.016 -14.836 0.00
C -0.176 -15.037 -16.041 0.00
N 0.582 -14.883 -17.309 0.00
C 1.329 -16.131 -17.579 0.00
C 2.369 -15.845 -18.638 0.00
C -0.244 -14.442 -18.401 0.00
C -0.421 -12.942 -18.320 0.00
H 1.297 -14.090 -14.713 0.00
H 1.476 -15.816 -14.837 0.00
H 0.073 -15.131 -13.978 0.00
H -0.718 -15.979 -16.125 0.00
H -0.775 -14.134 -15.928 0.00
H 1.906 -16.418 -16.700 0.00
H 0.687 -16.989 -17.781 0.00
H 2.829 -16.768 -18.991 0.00
H 1.879 -15.349 -19.477 0.00
H 3.085 -15.086 -18.321 0.00
H -1.220 -14.925 -18.447 0.00
H 0.207 -14.526 -19.390 0.00
H -1.157 -12.575 -19.036 0.00
H 0.484 -12.363 -18.504 0.00
H -0.790 -12.596 -17.354 0.00
C -1.299 -6.990 -25.301 0.00
C -2.451 -6.739 -24.356 0.00
N -3.112 -7.897 -23.878 0.00
C -2.182 -8.813 -23.140 0.00
C -2.919 -9.599 -22.065 0.00
C -3.841 -8.694 -24.894 0.00
C -5.002 -7.959 -25.553 0.00
H -0.965 -6.060 -25.763 0.00
H -1.611 -7.634 -26.123 0.00
H -0.437 -7.451 -24.819 0.00
H -2.143 -6.115 -23.517 0.00
H -3.219 -6.147 -24.851 0.00
H -1.600 -9.525 -23.725 0.00
H -1.497 -8.132 -22.634 0.00
H -3.731 -9.032 -21.609 0.00
H -3.462 -10.444 -22.489 0.00
H -2.311 -9.928 -21.222 0.00
H -4.286 -9.590 -24.463 0.00
H -3.171 -9.077 -25.663 0.00
H -5.609 -8.570 -26.222 0.00
H -4.623 -7.176 -26.208 0.00
H -5.635 -7.491 -24.799 0.00
C 1.478 -7.354 -14.773 0.00
C 1.793 -7.566 -13.300 0.00
N 3.259 -7.434 -12.964 0.00
C 3.755 -6.113 -13.417 0.00
C 5.047 -5.767 -12.666 0.00
C 4.134 -8.545 -13.459 0.00
C 3.695 -9.876 -12.789 0.00
H 0.401 -7.517 -14.805 0.00
H 1.966 -8.070 -15.434 0.00
H 1.774 -6.323 -14.969 0.00
H 1.289 -6.810 -12.698 0.00
H 1.433 -8.526 -12.930 0.00
H 3.912 -6.154 -14.495 0.00
H 2.982 -5.376 -13.201 0.00
H 5.315 -4.730 -12.869 0.00
H 4.903 -5.851 -11.589 0.00
H 5.870 -6.425 -12.945 0.00
H 5.203 -8.401 -13.304 0.00
H 4.038 -8.698 -14.534 0.00
H 2.634 -10.019 -12.992 0.00
H 3.832 -9.879 -11.708 0.00
H 4.202 -10.760 -13.177 0.00
C 3.293 -6.005 -17.941 0.00
C 3.225 -5.603 -19.403 0.00
N 2.393 -6.512 -20.230 0.00
C 2.895 -7.922 -20.180 0.00
C 4.375 -8.110 -20.677 0.00
C 2.292 -5.982 -21.566 0.00
C 1.193 -6.666 -22.386 0.00
H 2.358 -6.338 -17.489 0.00
H 3.657 -5.190 -17.314 0.00
H 4.032 -6.777 -17.732 0.00
H 2.675 -4.664 -19.457 0.00
H 4.194 -5.361 -19.840 0.00
H 2.841 -8.266 -19.147 0.00
H 2.212 -8.670 -20.582 0.00
H 4.377 -7.804 -21.724 0.00
H 5.102 -7.548 -20.091 0.00
H 4.735 -9.131 -20.552 0.00
H 3.272 -6.061 -22.035 0.00
H 2.042 -4.924 -21.485 0.00
H 1.399 -6.557 -23.451 0.00
H 0.212 -6.234 -22.190 0.00
H 1.148 -7.746 -22.243 0.00
C -6.513 -6.364 -17.159 0.00
C -6.326 -5.800 -15.746 0.00
N -4.965 -5.308 -15.690 0.00
C -4.057 -6.450 -15.479 0.00
C -2.607 -6.095 -15.948 0.00
C -4.772 -4.317 -14.642 0.00
C -5.595 -3.052 -14.755 0.00
H -5.989 -7.288 -17.405 0.00
H -6.311 -5.666 -17.972 0.00
H -7.570 -6.624 -17.205 0.00
H -7.083 -5.027 -15.614 0.00
H -6.526 -6.600 -15.033 0.00
H -4.079 -6.840 -14.461 0.00
H -4.337 -7.315 -16.080 0.00
H -2.171 -5.266 -15.390 0.00
H -2.065 -7.019 -15.748 0.00
H -2.609 -5.883 -17.017 0.00
H -3.744 -3.973 -14.761 0.00
H -4.829 -4.788 -13.661 0.00
H -5.908 -2.797 -15.768 0.00
H -5.167 -2.137 -14.346 0.00
H -6.561 -3.226 -14.281 0.00
C -3.856 -6.700 -19.802 0.00
C -4.858 -6.088 -20.744 0.00
N -4.831 -4.606 -20.690 0.00
C -6.112 -4.091 -21.185 0.00
C -7.305 -4.207 -20.224 0.00
C -3.734 -4.119 -21.514 0.00
C -3.368 -2.608 -21.261 0.00
H -3.821 -6.207 -18.830 0.00
H -2.875 -6.556 -20.255 0.00
H -4.001 -7.773 -19.674 0.00
H -4.663 -6.577 -21.698 0.00
H -5.846 -6.508 -20.555 0.00
H -6.070 -3.019 -21.382 0.00
H -6.300 -4.558 -22.151 0.00
H -7.024 -3.702 -19.300 0.00
H -8.251 -3.787 -20.566 0.00
H -7.460 -5.257 -19.975 0.00
H -3.715 -4.286 -22.591 0.00
H -2.799 -4.590 -21.210 0.00
H -2.538 -2.300 -21.898 0.00
H -3.053 -2.499 -20.223 0.00
H -4.177 -1.908 -21.470 0.00
C 5.964 -9.571 -17.273 0.00
C 5.422 -10.999 -17.362 0.00
N 4.179 -11.095 -18.141 0.00
C 2.972 -10.702 -17.414 0.00
C 2.669 -11.392 -16.064 0.00
C 4.094 -12.362 -18.831 0.00
C 5.099 -12.554 -19.969 0.00
H 5.325 -8.860 -16.750 0.00
H 6.162 -9.222 -18.287 0.00
H 6.923 -9.483 -16.763 0.00
H 6.176 -11.684 -17.750 0.00
H 5.280 -11.463 -16.386 0.00
H 3.115 -9.649 -17.172 0.00
H 2.091 -10.766 -18.053 0.00
H 3.492 -11.645 -15.395 0.00
H 1.912 -10.895 -15.457 0.00
H 2.268 -12.379 -16.290 0.00
H 3.102 -12.469 -19.269 0.00
H 4.226 -13.234 -18.190 0.00
H 5.234 -11.596 -20.471 0.00
H 4.826 -13.260 -20.753 0.00
H 6.094 -12.833 -19.621 0.00
C -3.262 -13.482 -12.005 0.03
C -1.917 -12.806 -12.430 -0.01
N -2.062 -11.618 -13.280 0.75
C -0.752 -11.231 -13.888 0.07
C -1.072 -10.267 -15.094 0.03
C -2.759 -10.465 -12.696 -0.01
C -2.115 -9.753 -11.426 0.09
H -3.909 -13.760 -12.837 0.00
H -3.760 -12.694 -11.440 0.00
H -3.045 -14.384 -11.434 0.00
H -1.382 -12.543 -11.518 0.05
H -1.394 -13.602 -12.960 0.00
H -0.074 -10.787 -13.158 0.00
H -0.241 -12.063 -14.371 0.02
H -1.294 -9.261 -14.741 0.01
H -0.280 -10.157 -15.835 -0.01
H -1.911 -10.563 -15.724 -0.02
H -3.784 -10.708 -12.416 0.01
H -2.988 -9.756 -13.492 -0.01
H -1.169 -9.246 -11.616 0.00
H -1.861 -10.556 -10.734 0.00
H -2.794 -9.130 -10.843 0.00
C 1.172 -10.912 -21.571 0.00
C 0.100 -11.921 -22.053 0.00
N 0.384 -12.562 -23.315 0.00
C -0.665 -13.463 -23.794 0.00
C -1.999 -12.714 -24.061 0.00
C 1.709 -13.172 -23.387 0.00
C 1.846 -14.351 -22.394 0.00
H 1.481 -10.246 -22.376 0.00
H 2.060 -11.378 -21.143 0.00
H 0.802 -10.314 -20.737 0.00
H -0.142 -12.650 -21.281 0.00
H -0.789 -11.306 -22.191 0.00
H -0.268 -13.802 -24.751 0.00
H -0.820 -14.343 -23.169 0.00
H -1.866 -11.859 -24.724 0.00
H -2.652 -13.497 -24.446 0.00
H -2.434 -12.347 -23.131 0.00
H 2.460 -12.393 -23.254 0.00
H 1.897 -13.532 -24.399 0.00
H 2.802 -14.862 -22.507 0.00
H 1.069 -15.101 -22.541 0.00
H 1.745 -13.989 -21.371 0.00